# 1
26
Properties=species:S:1:pos:R:3:forces:R:3:nbo_charge:R:1 method="wB97M-V/def2-TZVPD" smiles="CNC[C@@H](C)NC=O.O.O" total_energy_ha=-535.32845 e_lumo_ev=0.589 homo_lumo_gap_ev=9.39 relative_energy_kj_mol=132.0
C 0.692 -0.274 2.512 0.7487 -0.5414 -0.1800 -0.408
N 0.278 1.037 2.106 -0.1645 0.4744 -0.0090 -0.650
C 0.913 1.672 0.975 -0.5149 -0.1812 -0.3185 -0.210
C 0.028 1.619 -0.309 0.0217 0.4001 0.4725 -0.084
C -0.064 2.952 -1.062 -0.1572 -0.8341 0.6695 -0.615
N 0.484 0.555 -1.195 -0.0561 -0.0016 0.4536 -0.616
C -0.327 -0.417 -1.649 -0.2424 0.2170 -1.1850 0.517
O -1.529 -0.494 -1.481 0.0827 -0.0126 0.5474 -0.633
H -0.041 -1.047 2.277 -0.0372 -0.0505 0.1037 0.187
H 1.626 -0.552 2.006 -0.1408 -0.0446 -0.1768 0.183
H 0.972 -0.331 3.562 -0.3583 0.0711 0.2575 0.195
H 0.077 1.660 2.865 0.1194 0.0544 0.0342 0.374
H 1.177 2.697 1.233 -0.0750 0.1438 -0.1466 0.197
H 1.826 1.147 0.709 0.4993 -0.0281 0.2063 0.174
H -0.946 1.319 0.066 -0.1546 -0.0311 -0.3252 0.243
H 0.931 3.378 -1.151 0.0016 0.2872 -0.2418 0.201
H -0.524 2.763 -2.021 0.0419 0.1690 -0.3930 0.220
H -0.728 3.601 -0.501 0.1557 0.3494 0.0486 0.221
H 1.412 0.632 -1.581 0.0439 -0.1903 -0.0231 0.398
H 0.189 -1.135 -2.305 0.1599 -0.0966 0.0469 0.119
O -1.879 -3.062 -0.173 0.0312 -0.0175 -0.1608 -0.968
H -1.845 -2.184 -0.589 -0.1219 -0.1238 0.0617 0.489
H -1.264 -3.015 0.564 0.0446 0.0832 0.0822 0.466
O 1.218 -2.589 -0.042 0.5155 -0.2181 0.7318 -0.956
H 0.767 -3.222 -0.604 -0.2419 0.2833 -0.3196 0.486
H 1.142 -1.698 -0.388 -0.2013 -0.1617 -0.2365 0.467

# 2
63
Properties=species:S:1:pos:R:3:forces:R:3:nbo_charge:R:1 method="wB97M-V/def2-TZVPD" smiles=CCO.CCO.CCO.CCO.CCO.CCO.CCO total_energy_ha=-1085.19582 e_lumo_ev=0.557 homo_lumo_gap_ev=10.30 relative_energy_kj_mol=172.9
C -0.075 -3.548 -2.826 -0.3653 0.1210 -0.0184 -0.635
C -0.627 -4.221 -1.581 0.6656 -0.1874 -0.0219 -0.057
O -1.481 -5.307 -1.885 -0.2423 -0.1578 -0.1057 -0.718
H -0.918 -3.204 -3.429 0.1276 0.0469 -0.1146 0.215
H 0.524 -4.229 -3.432 -0.0135 -0.0724 0.0457 0.203
H 0.550 -2.684 -2.594 0.0109 -0.1330 0.0325 0.214
H -1.218 -3.522 -0.992 0.0857 -0.3654 -0.1792 0.169
H 0.203 -4.587 -0.960 -0.0758 0.2011 0.1073 0.148
H -0.970 -5.956 -2.379 -0.0609 -0.0003 -0.0102 0.461
C 2.488 3.237 0.301 0.0774 0.0731 0.1830 -0.628
C 2.665 2.102 -0.683 0.1264 -0.3108 0.2655 -0.060
O 1.938 2.332 -1.878 0.1544 -0.2850 0.1193 -0.748
H 1.429 3.360 0.535 0.0013 0.0575 -0.0578 0.199
H 2.872 4.177 -0.100 -0.0782 -0.0136 -0.0492 0.208
H 3.014 3.028 1.237 0.0333 -0.0412 -0.0497 0.210
H 2.348 1.166 -0.200 -0.1069 0.1068 -0.1291 0.155
H 3.725 1.949 -0.923 -0.0298 0.2037 -0.0780 0.154
H 1.203 1.704 -1.862 -0.3265 0.3017 -0.0273 0.499
C 1.794 -0.956 2.325 -0.1069 0.0986 -0.0522 -0.624
C 3.027 -1.183 1.493 0.2736 0.4983 0.0032 -0.062
O 3.996 -0.207 1.881 0.0269 -0.0934 0.0735 -0.730
H 2.013 -1.045 3.388 0.0123 -0.2001 -0.0007 0.216
H 1.040 -1.684 2.023 -0.1048 0.0354 0.2247 0.209
H 1.406 0.054 2.174 -0.0215 -0.0467 -0.1429 0.206
H 2.804 -1.032 0.432 -0.1220 -0.2758 -0.0376 0.158
H 3.408 -2.196 1.655 0.0365 0.0024 -0.1047 0.160
H 4.733 -0.242 1.265 0.0144 -0.0078 0.0278 0.468
C -5.152 -0.003 3.003 0.7751 -0.4222 -0.6790 -0.631
C -4.211 0.108 4.178 0.3340 -0.0207 0.1719 -0.062
O -4.746 0.886 5.240 0.0001 0.0279 0.1185 -0.724
H -5.317 0.980 2.565 -0.4386 0.0321 0.1810 0.210
H -6.065 -0.547 3.225 -0.2125 0.2731 0.1378 0.210
H -4.640 -0.579 2.217 -0.0885 0.0314 0.1253 0.209
H -3.292 0.611 3.866 -0.0748 0.0669 -0.0401 0.162
H -3.882 -0.873 4.539 -0.2111 -0.0216 -0.0183 0.160
H -5.164 0.299 5.873 -0.0795 0.0201 -0.0007 0.468
C -0.956 3.625 2.368 -0.0035 0.4440 0.0314 -0.651
C -1.334 2.281 1.797 -0.3702 -0.1612 0.4062 -0.061
O -2.161 2.412 0.629 0.3802 -0.1958 0.2888 -0.750
H -0.675 4.313 1.569 0.1030 -0.0842 -0.0100 0.221
H -0.123 3.560 3.068 -0.0194 -0.1054 -0.0043 0.224
H -1.796 4.079 2.903 0.0095 -0.0607 -0.0307 0.205
H -1.877 1.697 2.550 0.0622 0.0029 -0.0292 0.159
H -0.457 1.687 1.541 0.0023 0.1219 -0.3778 0.184
H -2.930 2.927 0.888 -0.0695 0.0022 -0.1731 0.480
C -1.356 -1.036 -0.091 -0.1960 -0.0059 0.2024 -0.639
C -0.928 -0.387 -1.388 0.1165 0.1763 -0.0506 -0.059
O -0.513 0.964 -1.197 0.0970 -0.3016 -0.0770 -0.767
H -0.627 -0.886 0.707 0.1588 -0.0293 -0.1344 0.207
H -1.508 -2.109 -0.228 -0.1061 0.4310 0.2085 0.207
H -2.293 -0.593 0.259 -0.0115 -0.0606 -0.0574 0.209
H -1.749 -0.445 -2.114 0.0594 0.0777 0.0072 0.165
H -0.072 -0.892 -1.842 -0.1172 0.0076 0.1717 0.171
H -1.145 1.405 -0.611 -0.1528 0.2085 -0.1775 0.502
C 2.725 0.827 -4.503 -0.0081 0.6281 -0.1059 -0.639
C 2.404 -0.502 -3.855 0.2059 0.2696 0.7171 -0.061
O 1.970 -1.511 -4.743 -0.2529 -0.2480 -0.1736 -0.727
H 1.843 1.462 -4.610 -0.1003 -0.2294 -0.1953 0.216
H 3.187 0.718 -5.484 0.0616 -0.1565 0.0198 0.203
H 3.381 1.422 -3.864 0.0743 -0.1862 -0.0271 0.226
H 1.597 -0.352 -3.131 -0.0424 -0.0536 -0.1177 0.163
H 3.258 -0.826 -3.245 0.0319 -0.2104 -0.2313 0.151
H 2.713 -2.028 -5.064 0.0913 0.1760 0.0204 0.468

# 3
149
Properties=species:S:1:pos:R:3:forces:R:3:mulliken_spin:R:1 method="wB97M-V/def2-TZVPD" total_charge=-1 multiplicity=5 total_energy_ha=-7530.82352 e_lumo_ev="1.925 / 1.925" homo_lumo_gap_ev="6.87 / 6.87" relative_energy_kj_mol=35.2
Fe -0.470 -0.659 0.134 0.5990 -0.1141 -0.0841 3.778
C 6.571 -0.167 0.707 0.0269 0.0118 0.0242 0.000
O 6.087 -0.171 2.034 0.0962 0.0087 -0.0123 0.000
C 4.736 -0.208 2.196 -0.2885 0.0322 -0.0701 0.000
C 4.290 -0.217 3.539 0.1068 -0.0412 0.1409 0.002
C 2.949 -0.259 3.784 -0.0535 0.0061 0.0242 -0.001
C 1.970 -0.284 2.763 0.0049 -0.0031 -0.1684 0.003
C 0.569 -0.329 3.090 0.1149 0.0783 0.1933 -0.002
C 0.144 -0.557 4.529 -0.0761 0.0161 -0.0423 0.007
O -0.350 -0.192 2.273 -0.3762 -0.1553 -0.3517 0.011
C 2.418 -0.322 1.390 -0.0387 0.2624 -0.0356 0.001
O 1.668 -0.441 0.384 0.0996 -0.3102 -0.0004 0.018
C 3.838 -0.245 1.167 0.1200 0.1299 -0.0360 0.004
H 7.656 -0.146 0.778 0.0054 0.0049 0.0117 0.000
H 6.225 0.714 0.161 -0.0178 0.0062 -0.0050 0.000
H 6.260 -1.065 0.166 -0.0199 -0.0142 -0.0018 0.000
H 5.016 -0.192 4.341 -0.0100 -0.0026 -0.0467 0.000
H 2.631 -0.267 4.819 -0.0167 -0.0044 -0.0152 0.000
H 0.649 0.109 5.227 -0.0024 -0.0203 0.0312 0.001
H 0.366 -1.590 4.808 0.0520 0.0341 0.0451 0.001
H -0.931 -0.402 4.593 0.0079 0.0095 -0.0213 -0.001
H 4.138 -0.254 0.128 0.0022 -0.0241 0.0258 0.001
N -3.782 3.482 6.236 0.0414 -0.1337 -0.0349 0.000
C -3.617 3.300 4.861 0.0723 -0.0181 -0.0076 0.000
C -4.578 2.617 4.116 -0.0900 -0.0277 -0.0077 0.000
C -4.395 2.380 2.765 0.1335 0.1202 -0.1304 0.000
C -3.241 2.832 2.134 0.0053 -0.1150 -0.0643 -0.002
C -2.283 3.514 2.869 -0.0264 0.0065 -0.0429 0.000
C -2.461 3.748 4.222 -0.0451 -0.0005 0.0129 0.000
S -2.945 2.571 0.389 -0.0867 -0.2644 -0.1659 0.009
O -1.792 3.395 0.104 -0.4100 0.3468 -0.1282 -0.002
O -4.148 2.900 -0.336 -0.0890 -0.1659 0.1793 0.002
N -2.473 1.041 0.200 -0.2518 0.2947 -0.0893 0.011
C -3.345 0.015 0.148 -0.2556 -0.1999 0.4723 0.005
N -2.764 -1.162 -0.220 0.2079 0.4966 0.3331 0.022
C -3.522 -2.245 -0.246 0.2795 -0.1350 -0.2113 -0.002
C -4.874 -2.224 0.049 -0.0302 -0.0684 -0.0513 0.000
C -5.374 -0.999 0.452 0.0335 0.1034 0.0783 -0.001
N -4.641 0.097 0.526 0.0941 0.2994 -0.1083 0.003
H -4.726 3.408 6.573 -0.0314 0.0616 -0.0014 0.000
H -3.273 4.249 6.638 -0.0110 0.0706 0.0184 0.000
H -5.484 2.276 4.607 0.0265 -0.0218 -0.0186 0.000
H -5.130 1.855 2.174 -0.0899 -0.0481 0.0108 0.000
H -1.405 3.870 2.344 -0.1056 0.1146 0.1495 0.000
H -1.708 4.283 4.791 0.0055 -0.0184 -0.0197 0.000
H -3.008 -3.158 -0.522 -0.0574 0.0444 0.1502 0.001
H -5.489 -3.110 -0.007 0.0259 -0.0324 0.0376 0.000
H -6.409 -0.891 0.767 0.0080 -0.0352 -0.0586 0.000
S -0.484 -0.427 -6.711 0.0133 0.0826 0.0233 0.000
C -0.396 -0.418 -4.931 -0.0851 -0.0346 0.0204 -0.002
C 0.459 -1.298 -4.283 -0.0044 0.0642 -0.1490 0.004
C 0.469 -1.304 -2.898 0.0840 -0.0678 0.2239 0.004
N -0.294 -0.494 -2.172 -0.1908 -0.0159 0.3827 0.006
C -1.088 0.379 -2.794 0.0132 -0.0230 -0.0826 0.017
C -1.172 0.452 -4.174 0.0605 -0.0290 0.0085 0.003
C -2.256 -0.471 -6.907 0.1212 -0.0204 -0.0024 0.000
C -2.966 -1.623 -6.599 -0.0668 -0.0029 0.0216 0.000
C -4.339 -1.618 -6.790 -0.0225 0.0459 -0.0113 0.000
N -5.017 -0.570 -7.256 0.0275 0.0143 0.0008 0.000
C -4.322 0.527 -7.545 -0.0435 -0.0476 -0.0153 0.000
C -2.945 0.629 -7.393 0.0135 -0.0104 -0.0217 0.000
H 1.090 -1.972 -4.849 -0.0467 -0.0518 0.0472 0.000
H 1.087 -1.998 -2.334 -0.0349 0.0212 -0.0208 0.002
H -1.667 1.037 -2.153 0.0187 -0.0302 0.0182 0.002
H -1.831 1.169 -4.643 -0.0242 -0.0172 0.0176 0.000
H -2.458 -2.498 -6.215 -0.0222 0.0130 -0.0054 0.000
H -4.928 -2.500 -6.563 0.0401 0.0028 0.0192 0.000
H -4.896 1.371 -7.912 0.0337 -0.0046 -0.0010 0.000
H -2.421 1.542 -7.641 -0.0292 -0.0071 0.0148 0.000
Cl 6.984 6.280 -2.334 0.0486 0.0150 -0.0360 0.000
C 5.581 6.191 -1.317 -0.0664 -0.0009 0.0816 0.000
C 4.344 6.565 -1.810 -0.0279 0.0105 -0.0732 0.000
C 3.236 6.476 -0.986 0.0290 -0.0305 -0.0063 0.000
C 3.325 6.003 0.320 0.0324 -0.0685 0.1473 0.000
C 2.079 5.917 1.196 0.0389 -0.1023 -0.2074 0.000
C 1.665 4.493 1.606 0.0609 0.0268 0.0551 0.001
N 1.358 3.496 0.600 -0.1135 0.0205 0.0607 0.001
C 1.947 3.235 -0.623 -0.0112 0.0229 -0.1639 -0.002
C 1.303 2.135 -1.109 0.0436 0.0197 0.1396 0.016
N 0.370 1.700 -0.206 0.0194 -0.2477 -0.2362 -0.014
C 0.425 2.528 0.795 0.3787 -0.1907 0.0528 0.027
O 1.061 6.746 0.683 -0.1175 -0.0449 0.2232 0.000
C 0.187 6.223 -0.318 -0.1005 0.1279 -0.2055 0.000
C -0.217 7.375 -1.192 -0.1041 -0.2370 -0.1080 0.000
C -0.385 7.308 -2.544 -0.0588 0.3973 0.3129 0.000
Cl -0.091 5.963 -3.556 0.0335 -0.1800 -0.0903 0.000
S -0.953 8.793 -3.209 0.0570 -0.0905 -0.0287 0.000
C -0.952 9.530 -1.660 -0.0120 0.0392 -0.0878 0.000
C -0.544 8.672 -0.694 0.0210 0.0083 0.0725 0.000
C 4.595 5.679 0.795 -0.0859 0.0524 -0.2095 0.000
Cl 4.849 5.197 2.446 -0.0134 -0.0216 0.0590 0.000
C 5.720 5.762 -0.011 0.0983 -0.0204 0.0337 0.000
H 4.248 6.922 -2.827 -0.0002 -0.0118 0.0163 0.000
H 2.272 6.781 -1.368 0.1097 0.0421 -0.0293 0.000
H 2.338 6.371 2.156 0.0274 0.0789 0.0120 0.000
H 0.769 4.583 2.223 0.0422 0.0705 0.0636 0.000
H 2.467 4.122 2.242 0.0246 -0.0689 0.0847 0.000
H 2.742 3.831 -1.032 -0.0134 0.0097 0.0231 0.001
H 1.463 1.627 -2.047 0.0631 0.0070 0.0797 0.000
H -0.182 2.463 1.688 0.2766 -0.0485 -0.1536 0.002
H -0.706 5.787 0.137 0.0392 -0.1498 0.0791 0.000
H 0.661 5.449 -0.922 -0.0358 -0.0609 0.0572 0.000
H -1.258 10.560 -1.560 0.0237 -0.0486 0.0321 0.000
H -0.455 8.930 0.353 -0.0287 -0.0065 -0.0456 0.000
H 6.694 5.506 0.384 -0.0322 -0.0180 -0.0049 0.000
C -1.132 -6.602 2.657 0.0915 0.0679 -0.1064 0.000
C -1.731 -5.268 2.205 0.0642 -0.1722 0.2046 0.002
C -1.239 -4.134 3.113 0.1012 0.0055 -0.3297 -0.002
C -3.253 -5.348 2.282 0.0711 -0.0503 -0.1800 0.000
O -1.372 -5.067 0.834 -0.1806 0.2515 -0.0156 0.000
Si -0.050 -4.236 0.250 0.0791 -0.1530 0.1302 0.018
O -0.166 -2.673 0.266 -0.2517 0.5298 -0.0315 0.027
O 1.156 -4.903 1.172 0.1086 -0.0179 -0.0226 0.006
C 2.565 -4.733 1.162 0.2887 0.1618 0.0473 -0.001
C 3.114 -5.615 2.279 -0.1101 -0.0301 -0.0457 -0.001
C 3.152 -5.178 -0.180 -0.2529 -0.0081 0.0419 0.000
C 2.915 -3.270 1.422 -0.2049 -0.2895 -0.1183 0.001
O 0.226 -4.793 -1.288 -0.1923 -0.1080 -0.1600 0.013
C -0.604 -5.426 -2.247 -0.0614 -0.0939 -0.0625 -0.001
C -0.805 -6.893 -1.860 0.0477 0.1160 0.0889 0.000
C 0.134 -5.329 -3.579 0.0307 0.0553 0.0567 0.000
C -1.961 -4.725 -2.352 0.2201 0.0468 0.1568 -0.001
H -1.315 -6.765 3.721 -0.0067 -0.0162 -0.0066 0.000
H -0.057 -6.587 2.470 -0.0400 -0.0342 0.0586 0.000
H -1.577 -7.424 2.091 0.0130 0.0143 0.0142 0.000
H -1.720 -4.200 4.092 0.0130 -0.0090 0.0043 0.000
H -1.471 -3.168 2.656 -0.0542 0.0044 0.0789 0.001
H -0.156 -4.193 3.235 -0.0195 0.0289 0.0459 0.000
H -3.560 -5.724 3.260 -0.0130 0.0303 -0.0219 0.000
H -3.628 -6.024 1.509 0.0128 0.0148 0.0514 0.000
H -3.691 -4.365 2.132 -0.1079 0.1407 -0.0701 0.000
H 2.872 -6.663 2.085 0.0236 0.0158 0.0153 0.000
H 2.664 -5.328 3.233 0.0378 0.0075 -0.0206 0.000
H 4.198 -5.505 2.349 -0.0064 -0.0212 0.0361 0.000
H 2.879 -6.218 -0.376 0.0252 0.0252 -0.0289 0.000
H 4.240 -5.085 -0.172 -0.0083 0.0042 0.0038 0.000
H 2.738 -4.566 -0.984 0.0899 -0.0220 -0.0214 0.000
H 2.590 -2.975 2.423 0.0322 0.0045 -0.0309 0.000
H 2.383 -2.643 0.704 0.1266 -0.0637 0.0327 0.002
H 3.990 -3.095 1.335 -0.0338 -0.0380 0.0225 0.000
H 0.155 -7.414 -1.854 -0.0243 0.0162 -0.0072 0.000
H -1.478 -7.392 -2.563 0.0197 -0.0103 0.0126 0.000
H -1.229 -6.935 -0.856 -0.0309 -0.0602 -0.0474 0.000
H 1.101 -5.829 -3.505 -0.0150 0.0149 -0.0080 0.000
H 0.307 -4.278 -3.824 -0.0268 -0.0378 -0.0360 0.000
H -0.447 -5.792 -4.381 0.0246 0.0056 -0.0001 0.000
H -2.505 -4.863 -1.416 -0.0471 -0.0721 -0.0748 0.000
H -2.549 -5.136 -3.175 -0.0075 0.0175 0.0111 0.000
H -1.812 -3.652 -2.506 -0.0176 -0.0390 -0.0636 0.000